108
Properties=species:S:1:pos:R:3:mulliken_charge:R:1 method="wB97M-V/def2-TZVPD" homo_energy_ev=-12.81 charge=+2
Ti -0.487 0.596 -0.588 -1.77
N -2.118 -0.058 0.522 0.29
S -2.017 -1.130 1.536 0.85
N -0.615 -1.370 2.299 0.20
S 0.624 -1.567 1.323 1.49
N 0.606 -0.907 -0.029 -0.15
S 2.401 1.258 -1.506 0.41
N 0.850 1.598 -1.410 0.25
C 3.269 2.819 -1.523 0.50
C 2.626 3.994 -1.879 0.34
C 3.340 5.183 -1.863 -0.84
C 4.680 5.185 -1.493 -0.56
C 5.311 4.001 -1.136 -0.77
C 4.604 2.808 -1.144 -0.67
C 2.683 0.721 -3.184 0.23
C 2.156 1.422 -4.262 -0.12
C 2.348 0.928 -5.540 -0.81
C 3.059 -0.255 -5.734 -0.53
C 3.581 -0.945 -4.651 -0.76
C 3.390 -0.458 -3.363 -0.30
C 0.887 -3.310 1.148 0.27
C 0.796 -3.870 -0.115 -0.19
C 0.919 -5.246 -0.244 -0.83
C 1.137 -6.032 0.878 -0.56
C 1.233 -5.452 2.139 -0.78
C 1.104 -4.082 2.282 -1.06
C 1.965 -1.003 2.329 0.25
C 3.174 -0.798 1.677 -0.79
C 4.252 -0.325 2.407 -0.73
C 4.114 -0.068 3.765 -0.69
C 2.900 -0.285 4.403 -0.83
C 1.810 -0.759 3.686 0.08
C -3.097 -0.916 2.920 0.54
C -2.774 -1.347 4.198 -0.41
C -3.691 -1.147 5.219 -0.89
C -4.908 -0.532 4.955 -0.53
C -5.218 -0.108 3.669 -0.90
C -4.309 -0.298 2.640 -0.41
C -2.472 -2.726 0.877 0.63
C -2.914 -2.775 -0.434 -0.75
C -3.219 -4.008 -0.995 -0.87
C -3.078 -5.165 -0.245 -0.65
C -2.642 -5.100 1.075 -0.84
C -2.338 -3.876 1.645 -0.40
H 1.582 3.967 -2.159 0.07
H 2.855 6.109 -2.141 0.45
H 5.234 6.114 -1.482 0.43
H 6.353 4.008 -0.846 0.44
H 5.086 1.880 -0.859 0.44
H 1.608 2.341 -4.099 0.34
H 1.957 1.469 -6.392 0.47
H 3.213 -0.630 -6.737 0.44
H 4.139 -1.859 -4.806 0.47
H 3.786 -0.990 -2.506 0.44
H 0.623 -3.234 -0.973 0.29
H 0.848 -5.703 -1.222 0.48
H 1.240 -7.104 0.774 0.44
H 1.412 -6.070 3.009 0.44
H 1.174 -3.623 3.261 0.48
H 3.257 -0.987 0.615 0.49
H 5.203 -0.160 1.917 0.49
H 4.959 0.300 4.332 0.43
H 2.799 -0.086 5.461 0.48
H 0.856 -0.925 4.166 0.32
H -1.821 -1.818 4.394 0.29
H -3.455 -1.472 6.223 0.46
H -5.618 -0.382 5.756 0.44
H -6.167 0.370 3.468 0.46
H -4.527 0.033 1.632 0.42
H -3.029 -1.850 -0.985 0.51
H -3.580 -4.064 -2.014 0.49
H -3.320 -6.125 -0.682 0.45
H -2.542 -6.006 1.658 0.48
H -1.994 -3.819 2.670 0.45
C -2.544 3.170 -2.818 -1.28
P -2.118 2.667 -1.123 1.79
C -3.708 2.678 -0.245 -1.48
C -1.244 4.139 -0.481 -0.60
C -0.911 3.983 1.001 -1.45
P -0.179 2.342 1.440 1.74
C -0.941 1.997 3.054 -1.32
C 1.542 2.742 1.878 -0.87
H -3.211 2.438 -3.271 0.32
H -1.635 3.233 -3.418 0.29
H -3.037 4.143 -2.820 0.54
H -4.376 1.952 -0.710 0.39
H -4.178 3.663 -0.275 0.51
H -3.558 2.367 0.788 0.20
H -1.842 5.038 -0.647 0.73
H -0.331 4.230 -1.071 -0.12
H -1.813 4.099 1.606 0.48
H -0.220 4.765 1.322 0.62
H -0.801 2.840 3.733 0.65
H -0.491 1.106 3.492 0.14
H -2.007 1.809 2.927 0.30
H 1.561 3.528 2.635 0.61
H 2.085 3.087 0.998 0.17
H 2.041 1.857 2.274 -0.08
C -2.603 -0.523 -4.439 -0.94
O -2.237 -0.005 -3.123 0.01
C -1.127 -0.285 -2.550 1.65
C -0.192 -1.194 -3.261 -1.75
H -2.684 -1.606 -4.394 0.35
H -1.860 -0.218 -5.171 0.37
H -3.566 -0.076 -4.658 0.31
H 0.149 -0.718 -4.189 0.50
H 0.674 -1.406 -2.642 -0.07
H -0.693 -2.129 -3.534 0.65



123
Properties=species:S:1:pos:R:3:mulliken_charge:R:1 method="wB97M-V/def2-TZVPD" homo_energy_ev="-12.61 / -12.61" spin_multiplicity=2 charge=+2
Re 0.519 0.495 0.305 1.35
F 4.715 0.972 -1.202 -0.19
C 4.187 0.421 -0.125 0.45
F 3.572 1.387 0.576 -0.20
F 5.144 -0.067 0.647 -0.23
S 2.927 -0.939 -0.395 1.03
O 1.998 -0.574 -1.424 -0.34
O 3.617 -2.159 -0.523 -0.60
N 2.215 -0.734 1.030 -0.47
S 1.217 -1.872 1.388 0.28
O 1.270 -3.034 0.582 -0.75
O -0.085 -1.261 1.603 -1.51
C 1.594 -2.429 3.133 0.65
F 1.896 -1.366 3.875 -0.15
F 2.569 -3.312 3.215 -0.19
F 0.471 -2.973 3.608 -0.15
C 0.483 3.049 4.599 -1.30
C 0.662 1.780 3.783 -0.66
Ge -0.745 1.546 2.341 1.48
C -2.261 2.870 1.953 -0.36
C -2.770 3.591 3.194 -1.38
C -1.981 0.136 3.045 -1.03
C -2.736 -0.834 2.530 0.16
Ge -2.283 -1.919 0.781 2.42
C -3.601 -1.489 -0.773 -0.13
C -4.452 -2.660 -1.235 -1.15
C -1.734 -3.821 1.291 -0.61
C -2.604 -4.962 0.782 -1.24
C -3.949 -1.325 3.191 1.07
C -4.686 -2.384 2.661 0.82
C -5.848 -2.836 3.256 -1.41
C -6.319 -2.223 4.408 -0.66
C -5.615 -1.152 4.940 -0.88
C -4.453 -0.705 4.344 -0.77
H 1.298 3.145 5.313 0.41
H -0.453 3.034 5.153 0.38
H 0.490 3.911 3.942 0.11
H 0.626 0.898 4.424 0.62
H 1.628 1.799 3.279 0.42
H -3.065 2.273 1.519 0.39
H -1.925 3.597 1.219 0.28
H -2.998 2.898 3.999 0.21
H -3.680 4.134 2.948 0.40
H -2.029 4.297 3.549 0.31
H -2.190 0.429 4.073 0.54
H -3.033 -1.076 -1.604 0.13
H -4.237 -0.706 -0.357 0.66
H -3.861 -3.413 -1.749 0.12
H -5.198 -2.287 -1.934 0.45
H -4.988 -3.127 -0.413 0.25
H -1.724 -3.822 2.384 0.64
H -0.711 -3.957 0.949 0.75
H -3.624 -4.880 1.147 0.31
H -2.201 -5.898 1.163 0.44
H -2.626 -5.016 -0.304 0.11
H -4.337 -2.854 1.751 -0.44
H -6.396 -3.657 2.819 0.47
H -7.227 -2.568 4.877 0.42
H -5.983 -0.657 5.827 0.43
H -3.940 0.135 4.784 0.34
C -3.517 3.141 -1.959 -0.82
N -2.286 2.831 -2.631 0.18
C -1.832 3.374 -3.799 -0.64
C -0.584 2.878 -4.018 -0.73
N -0.299 2.024 -2.992 0.68
C -1.336 2.014 -2.143 -0.31
S -1.547 1.115 -0.668 -0.43
H -4.337 3.184 -2.674 0.37
H -3.433 4.100 -1.444 0.34
H -3.704 2.374 -1.214 0.24
H -2.422 4.057 -4.380 0.61
H 0.114 3.066 -4.808 0.61
H 0.633 1.607 -2.815 0.02
C -2.936 -2.766 -7.114 -1.63
C -2.386 -2.781 -5.727 0.83
C -2.482 -3.933 -4.948 -0.80
C -1.911 -3.983 -3.692 -0.47
C -1.252 -2.871 -3.187 0.36
C -1.153 -1.715 -3.939 -0.26
C -1.725 -1.674 -5.201 -0.75
S -0.460 -3.106 -1.577 0.92
C 1.178 -3.338 -2.314 -1.31
O -0.518 -1.735 -0.890 -1.27
H -3.941 -3.181 -7.140 0.40
H -2.312 -3.390 -7.754 0.33
H -2.956 -1.763 -7.529 0.36
H -2.995 -4.799 -5.335 0.46
H -1.952 -4.890 -3.108 0.47
H -0.621 -0.863 -3.542 0.40
H -1.637 -0.776 -5.794 0.43
H 1.499 -2.435 -2.824 0.28
H 1.061 -4.160 -3.015 0.63
H 1.895 -3.600 -1.544 0.42
O 2.288 1.905 -2.297 -0.76
C 2.216 2.604 -1.301 -1.49
N 2.954 3.681 -1.007 0.24
C 2.391 4.441 0.097 2.41
C 1.278 3.490 0.534 -0.63
O 0.523 3.643 1.468 -0.38
N 1.267 2.397 -0.284 0.81
C 1.914 5.774 -0.463 -0.11
C 2.718 6.903 -0.354 -0.23
C 2.345 8.084 -0.975 -0.92
C 1.165 8.148 -1.695 -0.64
C 0.361 7.023 -1.800 -0.89
C 0.736 5.835 -1.198 -0.22
C 3.295 4.594 1.308 0.19
C 4.595 4.113 1.309 -0.42
C 5.361 4.211 2.458 -1.04
C 4.830 4.776 3.605 -0.67
C 3.541 5.285 3.594 -0.88
C 2.771 5.194 2.450 -0.02
H 3.617 4.072 -1.659 0.42
H 3.638 6.860 0.209 0.52
H 2.992 8.945 -0.907 0.45
H 0.877 9.068 -2.178 0.43
H -0.552 7.067 -2.373 0.47
H 0.119 4.949 -1.295 0.32
H 5.021 3.677 0.418 0.48
H 6.372 3.837 2.454 0.48
H 5.417 4.812 4.509 0.46
H 3.138 5.753 4.479 0.50
H 1.768 5.588 2.427 0.65



111
Properties=species:S:1:pos:R:3:mulliken_charge:R:1 method="wB97M-V/def2-TZVPD" homo_energy_ev="-0.34 / -2.12" spin_multiplicity=6 charge=-2
Fe 0.541 0.830 -0.550 0.52
N 2.431 1.710 -1.819 -0.46
C 2.362 2.648 -2.936 -0.66
C 1.276 2.257 -3.936 -1.08
C -0.156 2.313 -3.335 0.11
O -0.939 3.146 -3.800 -0.78
O -0.412 1.479 -2.399 0.66
H 3.213 1.913 -1.207 0.23
H 2.556 0.760 -2.165 0.17
H 3.322 2.701 -3.467 0.42
H 2.140 3.643 -2.541 0.39
H 1.459 1.232 -4.275 0.22
H 1.307 2.933 -4.790 0.49
N 7.798 -6.879 0.802 -0.68
C 7.014 -6.053 0.615 0.14
C 6.058 -5.030 0.385 0.50
C 6.453 -3.681 0.335 -0.88
C 5.521 -2.687 0.157 -0.51
C 4.150 -2.975 -0.013 0.21
C 3.778 -4.336 -0.010 -0.09
C 4.697 -5.335 0.209 -0.98
C 3.155 -1.924 -0.154 1.17
C 2.274 -2.000 -1.285 -1.71
C 2.396 -2.889 -2.379 -0.01
C 1.481 -2.471 -3.351 -2.11
C 0.841 -1.355 -2.818 -0.74
N 1.303 -1.072 -1.576 1.94
C 3.123 -0.886 0.832 -0.73
C 3.902 -0.837 2.020 -0.63
C 3.428 0.235 2.774 -2.15
C 2.387 0.792 2.029 -0.66
N 2.200 0.141 0.866 1.06
H 7.504 -3.443 0.434 0.41
H 5.836 -1.653 0.115 0.50
H 2.729 -4.579 -0.123 0.53
H 4.382 -6.369 0.275 0.42
H 3.075 -3.725 -2.446 0.53
H 1.299 -2.916 -4.319 0.42
H 0.091 -0.724 -3.281 0.72
H 4.681 -1.525 2.302 0.54
H 3.776 0.567 3.741 0.42
H 1.755 1.619 2.303 0.56
C -3.059 -0.249 3.635 -1.40
C -2.185 -1.351 3.023 2.30
C -2.737 -2.736 3.394 -1.93
C -0.744 -1.215 3.532 -1.48
C -2.184 -1.234 1.560 -0.42
C -2.150 -1.211 0.357 -1.24
H -3.117 -0.370 4.720 0.45
H -4.070 -0.281 3.223 0.30
H -2.630 0.730 3.416 -0.07
H -2.760 -2.865 4.480 0.46
H -2.103 -3.513 2.963 0.29
H -3.748 -2.867 3.003 0.33
H -0.712 -1.322 4.621 0.43
H -0.338 -0.242 3.259 -0.03
H -0.102 -1.973 3.080 0.36
C -3.505 0.034 -3.618 -0.99
Si -3.539 -0.097 -1.740 0.64
C -3.304 1.582 -0.948 -0.30
C -5.234 -0.789 -1.233 -1.20
C -2.170 -1.249 -1.095 4.69
Si -2.205 -3.088 -1.560 0.56
C -3.785 -3.850 -0.825 -1.17
C -0.773 -3.988 -0.744 -0.33
C -2.209 -3.452 -3.413 -1.25
H -4.348 0.631 -3.978 0.41
H -3.539 -0.941 -4.111 0.25
H -2.585 0.544 -3.916 0.06
H -4.222 2.176 -0.935 0.48
H -2.539 2.113 -1.520 -0.42
H -2.929 1.479 0.074 0.10
H -6.009 -0.024 -1.341 0.38
H -5.225 -1.110 -0.188 0.24
H -5.524 -1.648 -1.844 0.22
H -1.222 -0.812 -1.446 -3.11
H -4.033 -3.342 0.111 0.20
H -3.632 -4.909 -0.599 0.38
H -4.647 -3.768 -1.492 0.29
H -0.779 -3.798 0.334 0.12
H 0.185 -3.636 -1.136 -0.20
H -0.836 -5.067 -0.908 0.49
H -3.147 -3.166 -3.897 0.35
H -2.059 -4.524 -3.574 0.38
H -1.389 -2.926 -3.905 0.27
O -0.271 2.350 0.589 0.58
C -0.196 3.535 1.266 3.25
C -0.965 3.409 2.596 -0.95
C -2.256 3.760 2.860 -0.30
C -2.702 3.359 4.149 -0.89
C -1.745 2.691 4.845 -0.54
S -0.297 2.546 3.936 0.07
C -0.880 4.664 0.461 -0.96
C -1.967 4.558 -0.345 0.03
C -2.367 5.794 -0.925 -1.04
C -1.570 6.827 -0.549 -0.48
S -0.320 6.304 0.507 -0.18
C 1.258 3.993 1.499 -0.88
C 2.249 3.866 0.579 0.01
C 3.481 4.439 0.988 -0.46
C 3.402 5.016 2.217 -0.76
S 1.830 4.848 2.888 -0.10
H -2.876 4.293 2.152 0.57
H -3.693 3.565 4.533 0.36
H -1.800 2.278 5.841 0.49
H -2.454 3.613 -0.535 0.49
H -3.209 5.899 -1.597 0.37
H -1.631 7.869 -0.827 0.44
H 2.073 3.344 -0.348 -0.24
H 4.384 4.420 0.393 0.38
H 4.176 5.507 2.787 0.44



114
Properties=species:S:1:pos:R:3:mulliken_charge:R:1 method="wB97M-V/def2-TZVPD" homo_energy_ev=-4.42 charge=-1
Ba 0.500 0.126 0.791 -0.04
N 1.478 2.509 -0.488 -0.22
C 0.304 3.292 -0.858 -0.79
C -0.888 2.409 -1.259 0.23
O -1.801 2.883 -1.942 -0.77
O -0.857 1.221 -0.783 -0.29
H 2.096 3.004 0.141 0.23
H 2.014 2.238 -1.304 0.01
H 0.465 4.023 -1.656 0.33
H -0.029 3.838 0.029 0.26
S 3.728 0.012 0.649 -0.27
C 4.219 -0.282 -0.960 0.03
N 5.421 -0.625 -1.275 -0.84
N 5.687 -0.771 -2.652 0.16
C 5.783 0.286 -3.523 0.48
C 6.242 0.048 -4.829 -0.41
C 6.346 1.081 -5.742 -0.47
C 6.000 2.381 -5.391 -0.56
C 5.557 2.619 -4.096 -0.65
C 5.448 1.598 -3.167 -0.29
N 3.310 -0.193 -2.111 0.19
N 2.159 -0.579 -1.939 0.54
C 1.467 -0.660 -3.214 -0.87
C 0.083 -0.625 -3.207 1.64
C -0.606 -0.729 -4.410 -0.61
C 0.089 -0.888 -5.599 -0.84
C 1.479 -0.939 -5.593 -0.61
C 2.175 -0.829 -4.401 -0.51
H 6.331 -1.524 -2.808 0.27
H 6.503 -0.964 -5.121 0.34
H 6.696 0.865 -6.744 0.35
H 6.069 3.188 -6.109 0.38
H 5.288 3.625 -3.795 0.36
H 5.111 1.807 -2.162 0.44
H -0.443 -0.455 -2.276 -0.15
H -1.687 -0.673 -4.414 0.27
H -0.450 -0.973 -6.535 0.41
H 2.024 -1.065 -6.520 0.39
H 3.257 -0.864 -4.376 0.42
O -1.812 -0.081 2.382 0.13
S -3.155 -0.100 3.011 -0.19
C -4.006 -1.551 2.320 -0.79
C -4.544 -1.399 0.908 0.67
C -4.769 -2.731 0.199 -1.31
C -3.521 -3.522 -0.177 -1.06
S -2.200 -2.647 -1.052 0.29
O -1.638 -1.646 -0.090 0.99
C -3.203 -1.702 -2.199 0.83
C -3.949 -2.340 -3.182 -1.02
C -4.655 -1.570 -4.093 -0.71
C -4.589 -0.181 -4.032 -0.73
C -3.819 0.441 -3.061 -1.05
C -3.121 -0.321 -2.131 0.74
C -4.093 1.170 2.182 0.15
C -3.515 1.833 1.114 0.09
C -4.250 2.811 0.454 -0.54
C -5.535 3.116 0.877 -0.64
C -6.098 2.451 1.963 -0.51
C -5.373 1.474 2.626 -0.62
H -4.779 -1.842 3.036 0.54
H -3.203 -2.292 2.367 0.24
H -3.859 -0.775 0.332 -0.74
H -5.496 -0.865 0.937 0.57
H -5.348 -2.551 -0.709 0.39
H -5.386 -3.383 0.829 0.50
H -3.781 -4.369 -0.818 0.61
H -2.998 -3.934 0.690 0.57
H -3.974 -3.423 -3.246 0.46
H -5.243 -2.053 -4.863 0.39
H -5.126 0.415 -4.759 0.39
H -3.710 1.518 -3.022 0.52
H -2.476 0.162 -1.400 -0.30
H -2.511 1.572 0.789 0.56
H -3.800 3.313 -0.393 0.47
H -6.104 3.881 0.363 0.39
H -7.097 2.700 2.296 0.40
H -5.798 0.956 3.479 0.40
C 0.644 -4.194 0.448 -1.11
N 1.773 -3.324 0.696 1.29
C 2.793 -3.545 -0.318 -1.26
C 2.360 -3.548 2.009 -1.10
C 1.451 -3.215 3.179 -1.22
N 1.155 -1.801 3.338 1.40
C 2.327 -1.054 3.788 -1.07
C 0.085 -1.633 4.309 -1.07
H 0.903 -5.262 0.580 0.32
H 0.305 -4.055 -0.578 0.38
H -0.191 -3.955 1.109 0.03
H 3.174 -4.583 -0.286 0.38
H 3.623 -2.858 -0.157 0.26
H 2.378 -3.364 -1.309 0.22
H 3.278 -2.961 2.060 0.45
H 2.653 -4.611 2.108 0.40
H 1.913 -3.609 4.104 0.35
H 0.503 -3.748 3.067 0.44
H 2.733 -1.483 4.722 0.30
H 2.042 -0.016 3.962 0.13
H 3.108 -1.063 3.030 0.09
H 0.366 -2.044 5.296 0.39
H -0.813 -2.148 3.962 0.09
H -0.148 -0.574 4.416 0.18
C 0.650 1.923 2.753 1.62
C 0.784 2.727 3.674 -2.53
C 0.934 3.663 4.747 0.40
C -0.096 4.554 5.080 -0.56
C 0.047 5.456 6.122 -0.43
C 1.221 5.496 6.864 -0.39
C 2.252 4.620 6.546 -0.46
C 2.112 3.718 5.503 -0.51
H -1.011 4.521 4.502 0.47
H -0.766 6.133 6.357 0.35
H 1.332 6.201 7.678 0.36
H 3.175 4.641 7.113 0.35
H 2.917 3.040 5.251 0.43